# 1
Formula: H16O8
Source: the OMol25 dataset
Level of theory: ωB97M-V/def2-TZVPD

Element x y z (Å)
O -0.39052 1.71654 1.66921
H -0.33942 2.27315 2.40861
H -0.13833 0.86380 2.01427
O 1.92990 -1.35485 -2.58803
H 1.03875 -1.66873 -2.89699
H 1.85736 -0.48793 -2.22615
O -1.69122 0.04064 -0.94304
H -2.38763 0.46550 -0.48939
H -2.09259 -0.52035 -1.61590
O -1.72936 2.19621 -2.42148
H -2.52359 2.60931 -2.13933
H -1.65451 1.50887 -1.75135
O -1.99673 -1.34677 1.47378
H -1.51532 -1.50787 0.66250
H -2.90147 -1.38799 1.19092
O 0.94753 -2.08516 0.76450
H 0.72103 -2.66097 0.05309
H 0.96706 -1.23196 0.27365
O 2.76760 0.34282 2.57562
H 3.16424 -0.16872 1.87272
H 3.43825 0.88704 2.91763
O 1.06591 0.21525 -0.39696
H 0.15469 0.35087 -0.57147
H 1.30836 0.95132 0.16362

Output
Lowest unoccupied orbital energy = -0.2 eV
Molar mass = 144.1 g/mol
DFT total energy = -16639.342 eV
SMILES = O.O.O.O.O.O.O.O
HOMO level = -10.599 eV
Kohn-Sham gap = 10.4 eV

Mulliken atomic charge list, values in e, 2 entries: -0.61, 0.26


# 2
Formula: C30H40I2N9OPPdS2
Source: the OMol25 dataset
Level of theory: ωB97M-V/def2-TZVPD

Element x y z (Å)
Pd 0.09257 -0.06002 -0.08129
I 3.23225 -1.19861 4.71863
C 1.44585 -0.17587 4.42800
C 0.85417 0.50196 5.48998
C -0.31366 1.20891 5.33117
I -1.12506 2.18396 6.98850
C -0.92268 1.27948 4.05571
C -2.10719 2.00319 3.78304
C -2.59040 2.08198 2.50982
C -1.89475 1.43489 1.47988
N -0.81162 0.72102 1.70189
C -0.30275 0.61504 2.96310
C 0.90781 -0.19906 3.12200
O 1.39841 -0.82797 2.15734
H 1.33080 0.46525 6.46104
H -2.61267 2.50824 4.59523
H -3.48547 2.64230 2.27929
H -2.21947 1.50854 0.45064
N 0.68895 0.86914 -3.30339
C 0.92805 -0.40355 -3.01467
N 0.63817 -0.92308 -1.83597
C 0.84489 -2.29154 -1.80171
C 1.35592 -2.82237 -2.92898
S 1.58609 -1.57603 -4.11344
C 0.42735 -2.95160 -0.56799
C 0.64021 -4.22457 -0.17971
S -0.07476 -4.48720 1.36837
C -0.59613 -2.83991 1.39947
N -0.28206 -2.16270 0.32889
N -1.32085 -2.34405 2.43061
H 0.46705 1.44588 -2.41541
H 1.03620 1.26064 -4.16071
H 1.57082 -3.85361 -3.14662
H 1.17886 -5.00286 -0.69123
H -1.20617 -2.78278 3.32883
H -1.37684 -1.33670 2.45885
N 0.51244 1.76536 -0.74497
P 1.82127 2.47876 -0.25787
N 1.86837 3.02662 1.31455
C 2.88495 2.78836 2.33334
C 3.27959 4.07771 3.04508
C 2.05646 4.80009 3.59717
C 1.06765 5.06704 2.46768
C 0.69264 3.76154 1.77841
N 2.00861 3.85579 -1.18150
C 3.04597 4.82469 -0.82167
C 3.20683 5.87548 -1.91886
C 3.19166 5.21991 -3.29569
C 1.84775 4.50373 -3.54518
C 1.09600 4.27279 -2.23369
N 3.30898 1.69484 -0.38500
C 3.98999 1.64799 -1.67699
C 5.48306 1.42477 -1.47148
C 5.73033 0.13454 -0.69504
C 4.93296 0.14110 0.60521
C 3.46303 0.42037 0.32975
H 3.75965 2.35132 1.85941
H 2.50842 2.07038 3.07545
H 3.80097 4.73199 2.33794
H 3.98406 3.83514 3.84439
H 2.34552 5.73110 4.08916
H 1.57507 4.17202 4.35694
H 1.50946 5.76034 1.74455
H 0.15673 5.53522 2.85015
H 0.03687 3.94193 0.92532
H 0.13477 3.15585 2.49390
H 3.99650 4.29654 -0.68604
H 2.81808 5.30586 0.13579
H 4.14008 6.41600 -1.75212
H 2.40457 6.61504 -1.85412
H 4.01614 4.50318 -3.34753
H 3.38229 5.96042 -4.07383
H 2.02839 3.54490 -4.03860
H 1.21643 5.08910 -4.21817
H 0.31936 3.51832 -2.33518
H 0.58451 5.19614 -1.93405
H 3.80765 2.57547 -2.21631
H 3.58886 0.82720 -2.29172
H 5.88988 2.27592 -0.91579
H 5.98384 1.39692 -2.44288
H 6.79588 -0.00557 -0.50213
H 5.40320 -0.71448 -1.30734
H 5.32557 0.91170 1.27667
H 5.02030 -0.81461 1.12629
H 2.88767 0.42757 1.25317
H 3.04704 -0.39888 -0.27737

Output
Lowest unoccupied orbital energy = 0.2 eV
Molar mass = 998.0 g/mol
DFT total energy = -97861.632 eV
HOMO level = -6.833 eV
Kohn-Sham gap = 7.0 eV

Mulliken atomic charge list, values in e, 2 entries: 0.45, -0.02